Record 1
C3H6As2F12O3Rb as an isolated structure in a non-equilibrium geometry, computed with ωB97M-V/def2-TZVPD.

Geometry as XYZ:
```
27
Properties=species:S:1:pos:R:3:forces:R:3:mulliken_charge:R:1
Rb -1.920561 0.956715 -1.255250 0.206 -0.141 0.384 0.958
As -3.243358 -2.751066 -0.896287 -0.116 -0.752 0.079 1.986
F -3.338867 -4.011724 0.277253 0.279 -0.141 0.139 -0.494
F -2.528008 -1.695729 0.305558 -0.222 0.481 -0.190 -0.502
F -3.294561 -1.455828 -2.080298 0.449 0.418 -0.054 -0.527
F -3.819641 -3.850932 -2.103642 -0.235 0.131 -0.066 -0.501
F -4.833695 -2.260559 -0.450618 -0.272 0.137 0.108 -0.489
F -1.628397 -3.156882 -1.357267 0.199 0.004 -0.097 -0.473
As -0.727079 3.976931 1.035714 -0.860 1.282 -0.504 1.980
F -0.387731 2.413051 1.678781 0.045 -0.301 0.119 -0.454
F -1.109428 4.589897 2.597056 -0.038 -0.191 0.300 -0.495
F -1.133408 5.518602 0.345472 0.090 0.050 -0.156 -0.513
F -0.345948 3.367009 -0.567388 -0.086 -0.288 -0.141 -0.507
F -2.399673 3.530285 0.770710 0.058 -0.543 -0.001 -0.500
F 0.892784 4.505026 1.193717 0.667 -0.216 0.191 -0.485
C 1.891711 0.482379 1.414728 -0.258 0.726 0.240 -0.559
O 2.473057 -0.458198 0.514976 0.437 -0.261 -0.012 -0.366
C 1.822660 -0.661158 -0.624791 -0.204 -0.044 0.320 0.675
O 0.816865 -0.098058 -0.958087 -0.277 0.210 -0.198 -0.411
O 2.390472 -1.591658 -1.378953 -0.021 0.056 -0.340 -0.323
C 3.572571 -2.242975 -0.934115 -0.003 -0.458 0.273 -0.633
H 0.993553 0.075828 1.875129 0.001 -0.044 -0.077 0.284
H 1.641444 1.416488 0.914333 -0.063 -0.172 -0.120 0.258
H 2.633034 0.710598 2.175496 0.097 -0.271 -0.020 0.267
H 3.391331 -2.803489 -0.015970 -0.063 0.129 0.040 0.287
H 4.384727 -1.541105 -0.763191 0.041 0.040 -0.128 0.289
H 3.806148 -2.963447 -1.713064 0.146 0.160 -0.087 0.248
```
Forces are in eV/Å.

Computed properties:
- F_max (hartree/bohr) = 0.0316
- orbital gap (eV) = 11.33
- E_LUMO (hartree) = 0.0773
- E_tot (Ha) = -6038.119019
- net charge = -1
- ΔE to the lowest compared entry with this formula, charge and spin (kJ/mol) = 0.0



Record 2
C38H40N8O3S2SeTl as an isolated structure in a non-equilibrium geometry, computed with ωB97M-V/def2-TZVPD.

Geometry as XYZ:
```
93
Properties=species:S:1:pos:R:3:forces:R:3:mulliken_charge:R:1
Tl -0.705223 0.987863 -0.593090 0.147 -0.080 0.102 0.825
C 3.345982 2.984249 -2.756132 -0.002 -0.022 -0.004 -0.929
N 2.695237 3.483715 -1.563825 0.004 -0.131 0.029 0.289
C 3.345616 3.838254 -0.391344 0.101 0.013 -0.216 -0.913
C 2.414098 4.206861 0.491602 -0.187 0.017 0.067 -0.355
N 1.176141 4.062174 -0.131981 -0.070 -0.047 0.016 0.722
C 1.348549 3.597113 -1.423443 0.129 0.187 0.019 -0.100
S 0.226990 3.295946 -2.634337 -0.013 0.077 -0.013 -0.360
C -0.054169 4.364401 0.510089 0.179 -0.024 -0.183 0.251
C -0.103818 5.336499 1.501338 0.041 0.114 0.025 -0.842
C -1.321662 5.564303 2.115803 0.025 -0.016 0.010 -0.344
C -2.439443 4.850713 1.708845 -0.043 -0.045 0.011 -0.633
C -2.283480 3.924498 0.691830 0.115 0.113 0.045 -0.726
N -1.107547 3.681965 0.119194 -0.264 -0.063 0.049 0.162
H 4.294544 3.502362 -2.889815 0.000 0.012 0.027 0.357
H 2.691332 3.170502 -3.603030 0.008 0.027 -0.015 0.334
H 3.513555 1.909560 -2.678292 -0.009 0.011 0.025 0.229
H 4.415009 3.788394 -0.291578 -0.016 -0.054 0.006 0.473
H 2.507762 4.467272 1.530344 -0.003 -0.064 0.015 0.397
H 0.778004 5.896022 1.779716 -0.010 -0.022 0.000 0.497
H -1.395000 6.298409 2.908050 0.000 -0.002 -0.004 0.410
H -3.402064 4.989560 2.181797 0.006 0.025 -0.037 0.413
H -3.117174 3.338027 0.320088 0.002 -0.009 0.049 0.636
C -0.958784 -0.378558 4.481226 -0.002 -0.058 0.059 -1.242
N -1.783087 -1.222227 3.634164 0.106 -0.006 0.002 0.474
C -2.681699 -0.789582 2.712435 -0.055 -0.138 0.183 -0.597
Se -3.134470 0.917923 2.293617 -0.114 0.100 -0.057 -0.228
N -3.244864 -1.906259 2.173438 0.039 -0.093 0.009 0.254
C -2.674325 -3.051082 2.702073 -0.164 0.139 -0.009 0.154
C -2.893183 -4.397832 2.481507 -0.017 -0.022 0.007 -0.890
C -2.117010 -5.294104 3.206908 0.034 0.007 -0.025 -0.480
C -1.156656 -4.851018 4.117417 -0.054 -0.008 0.025 -0.661
C -0.959714 -3.496050 4.357112 0.057 0.011 0.004 -0.584
C -1.739301 -2.607927 3.637669 0.021 0.151 -0.002 0.752
H -1.171151 0.659202 4.244330 0.010 -0.016 -0.031 0.299
H 0.096636 -0.558055 4.280636 -0.013 0.019 -0.038 0.396
H -1.184472 -0.582717 5.530219 -0.031 -0.017 -0.012 0.372
H -3.847419 -1.841854 1.371058 0.000 0.008 0.007 0.320
H -3.626222 -4.738797 1.761895 0.019 -0.004 0.003 0.443
H -2.254190 -6.356327 3.051144 0.011 0.003 0.009 0.396
H -0.556840 -5.575294 4.652617 -0.012 -0.008 0.008 0.393
H -0.215342 -3.144635 5.059469 -0.017 -0.016 0.009 0.453
N 2.834530 -1.764974 -1.812121 0.016 -0.003 0.052 0.112
C 3.653514 -1.212404 -0.848871 -0.022 0.003 -0.048 -1.015
C 3.095426 -0.007087 -0.546020 -0.079 0.042 -0.020 -0.481
N 1.961802 0.187130 -1.304938 0.115 -0.044 0.018 0.492
C 1.828714 -0.883621 -2.047047 0.049 0.061 -0.046 -0.881
H 2.952348 -2.658958 -2.253593 -0.020 0.015 -0.026 0.198
H 4.527920 -1.716703 -0.476263 -0.016 -0.006 -0.005 0.413
H 3.419795 0.726825 0.177403 -0.042 -0.052 0.018 0.529
H 1.027395 -1.061335 -2.752872 0.001 -0.063 0.075 0.584
C -0.937394 -3.789738 -0.110181 -0.084 0.019 0.018 -1.634
C -0.225671 -2.697845 0.640086 0.347 -0.109 0.041 1.135
C 1.133778 -3.047420 1.200085 0.031 0.001 -0.006 -0.940
O -0.688515 -1.592975 0.806633 -0.176 -0.091 -0.072 -0.089
H -0.921868 -4.714956 0.471376 0.047 0.032 -0.033 0.365
H -0.419962 -3.961764 -1.056652 -0.005 0.017 0.007 0.386
H -1.956310 -3.493635 -0.348304 0.036 -0.005 -0.019 0.222
H 1.739382 -3.558548 0.448253 -0.011 -0.011 0.029 0.416
H 0.999307 -3.733043 2.042435 0.001 -0.004 -0.034 0.385
H 1.643511 -2.148104 1.541907 -0.022 0.012 -0.016 -0.225
C 0.729096 1.377461 2.261695 0.241 0.209 -0.124 -0.299
C 1.909696 1.785449 2.870329 -0.068 -0.029 0.002 1.189
C 2.061701 3.078094 3.492168 0.011 -0.125 0.084 -0.958
C 3.222342 3.459160 4.133616 -0.020 -0.075 -0.049 -0.310
C 4.334337 2.614175 4.213032 0.026 0.027 -0.032 -0.784
C 4.230117 1.357165 3.604373 -0.084 0.048 -0.039 -0.534
C 3.082951 0.952578 2.954545 0.004 0.066 0.062 -0.470
H -0.154195 2.005456 2.323113 -0.027 -0.083 0.045 -0.128
H 0.598892 0.351234 1.933916 0.007 0.021 0.029 -0.408
H 1.206852 3.749578 3.474994 0.007 0.000 0.048 0.553
H 3.273418 4.443086 4.593028 -0.041 -0.003 0.021 0.364
H 5.231252 2.912301 4.740682 0.004 0.008 -0.039 0.362
H 5.078713 0.679560 3.646666 -0.020 -0.027 -0.008 0.384
H 3.042419 -0.033017 2.497562 0.010 -0.003 0.030 0.228
O -2.969386 -1.908139 -9.449081 -0.009 0.050 -0.021 -0.494
C -1.980400 -2.469755 -8.699233 -0.042 0.023 0.090 0.671
O -1.153170 -3.142375 -9.257937 0.023 -0.023 0.013 -0.600
C -2.018331 -2.216356 -7.239016 0.036 -0.047 -0.095 0.858
C -1.149490 -2.945988 -6.424692 0.035 -0.030 0.048 -0.550
C -1.147065 -2.780651 -5.055712 -0.025 0.091 -0.105 -0.468
C -2.010070 -1.863654 -4.417178 -0.029 -0.098 0.113 0.264
S -2.030470 -1.690824 -2.690960 0.284 -0.497 -0.093 -0.222
C -2.868844 -1.123117 -5.252122 0.015 0.000 -0.045 -1.088
C -2.870898 -1.299291 -6.621237 -0.037 0.062 0.022 -0.742
H -3.578118 -1.430072 -8.874894 0.018 -0.036 0.008 0.292
H -0.484026 -3.655113 -6.901625 -0.001 0.004 0.029 0.405
H -0.480158 -3.369292 -4.437831 0.002 -0.001 0.000 0.352
H -3.534743 -0.401270 -4.797442 0.008 0.013 -0.016 0.356
H -3.546510 -0.678010 -7.203904 -0.007 0.020 0.036 0.137
N -4.290933 0.554320 -1.871249 0.317 -0.177 -0.105 -0.322
C -3.119681 0.644619 -2.071931 -0.776 0.737 -0.011 -0.118
H -5.004147 -0.151629 -1.895752 0.015 -0.009 -0.002 0.291
```
Forces are in eV/Å.

Computed properties:
- F_max (hartree/bohr) = 0.0208
- orbital gap (eV) = 4.72
- E_LUMO (hartree) = 0.0800
- E_tot (Ha) = -5506.150869
- net charge = -1
- ΔE to the lowest compared entry with this formula, charge and spin (kJ/mol) = 81.1



Record 3
C36H30Cl4MnN6O9S2 as an isolated structure in a non-equilibrium geometry, computed with ωB97M-V/def2-TZVPD.

Geometry as XYZ:
```
88
Properties=species:S:1:pos:R:3:forces:R:3:mulliken_charge:R:1
Mn 1.133483 -1.145759 0.671716 0.439 -0.054 0.219 0.353
O 5.155283 0.284641 0.691416 -0.043 0.122 0.009 -0.845
C 3.929683 0.164141 0.696716 0.190 0.330 -0.068 -0.025
O 3.278983 -0.911759 0.601816 -1.082 -0.752 -0.135 -0.539
C 3.089683 1.427541 0.826716 0.071 0.129 0.034 0.448
C 3.717183 2.663241 0.990616 0.056 -0.144 0.003 -0.839
C 2.944883 3.778241 1.187416 -0.505 -0.122 0.009 -1.221
C 1.536583 3.655441 1.203716 0.731 -0.744 -0.220 1.371
C 0.691783 4.750941 1.441116 -0.302 0.455 0.052 -0.753
C -0.695217 4.575041 1.484016 -0.127 0.187 0.043 -0.977
C -1.265917 3.365441 1.253416 -0.142 0.041 -0.066 -1.126
C -0.491517 2.158141 0.917816 -0.091 -0.618 0.341 2.067
C 0.987883 2.357441 0.971216 -0.088 0.671 -0.004 -0.003
N 1.761583 1.295741 0.803416 0.280 -0.441 0.045 0.715
H 4.798083 2.690241 0.984116 -0.030 -0.049 -0.012 0.533
H 3.394383 4.751941 1.350516 -0.009 0.024 -0.004 0.409
H 1.121483 5.731441 1.589416 0.092 0.079 0.065 0.371
H -1.325917 5.428841 1.694016 -0.066 0.074 -0.010 0.377
H -2.339917 3.263541 1.249216 -0.074 0.005 0.031 0.465
H -0.777817 1.832141 -0.096284 0.098 0.175 0.078 -1.417
Cl 2.873183 -6.652959 4.491016 0.100 -0.294 0.098 -0.258
C 2.400083 -5.096959 3.914316 -0.133 0.341 0.369 0.282
C 2.075183 -4.099059 4.818016 0.151 -0.467 -0.202 0.392
Cl 2.146683 -4.404459 6.514916 0.020 -0.038 0.317 -0.266
C 1.678883 -2.846659 4.346616 -0.142 0.468 -0.611 0.116
Cl 1.233383 -1.610659 5.474016 -0.085 0.261 0.013 -0.261
C 1.612183 -2.557359 2.984216 0.581 -2.032 0.286 -0.494
O 1.223383 -1.421259 2.502316 -0.546 1.594 -0.220 0.188
C 1.951583 -3.600459 2.023616 -0.095 0.137 1.157 -0.178
O 1.850383 -3.340759 0.787716 -0.186 1.097 -1.119 -0.578
C 2.329683 -4.849959 2.547416 -0.071 0.179 -0.242 0.209
Cl 2.685583 -6.120959 1.424916 0.022 -0.038 -0.237 -0.263
C -2.336817 -4.737059 0.445216 0.096 0.164 0.029 -0.373
C -2.438917 -4.575259 1.959816 0.143 0.123 -0.055 -0.749
C -1.777917 -3.211859 2.163716 -0.312 0.188 0.341 -0.259
O -0.800517 -3.083359 1.148216 -0.143 -0.197 -0.123 0.589
C -0.984717 -4.087159 0.159916 0.171 -0.358 -0.218 -0.440
H -3.135917 -4.181459 -0.046084 -0.035 -0.026 -0.056 -0.070
H -2.372517 -5.773459 0.114616 -0.022 -0.036 -0.046 0.452
H -1.864317 -5.353959 2.462616 0.027 -0.039 0.048 0.296
H -3.463517 -4.594859 2.327516 -0.037 -0.018 0.056 0.416
H -1.286617 -3.113959 3.136016 -0.010 0.020 -0.053 0.189
H -2.515017 -2.401359 2.063816 0.072 -0.020 0.024 -0.051
H -0.168517 -4.816659 0.236816 -0.036 0.105 -0.015 0.224
H -0.932117 -3.618259 -0.825884 -0.033 -0.054 -0.018 0.123
N 2.665383 6.272141 -3.700884 0.159 0.260 0.006 -0.605
C 1.817983 5.177541 -3.532384 -0.270 -0.259 -0.087 1.213
C 1.131883 4.995741 -2.330484 0.048 -0.049 -0.058 -0.751
C 0.256983 3.938341 -2.178784 0.091 0.095 0.039 -0.238
C 0.065483 3.050541 -3.220484 -0.360 -0.686 -0.088 -0.677
C 0.726383 3.221041 -4.420784 0.033 -0.058 -0.030 -0.413
C 1.595283 4.286741 -4.583084 0.059 0.090 0.147 -0.851
S -1.039817 1.655541 -2.976284 0.028 -0.078 0.059 1.389
O -2.234117 2.190841 -2.385984 0.103 0.139 0.260 -0.763
O -1.193417 0.972941 -4.247884 0.187 0.294 -0.020 -0.821
N -0.301717 0.732941 -1.884184 -0.963 1.247 -0.020 0.104
C 0.545083 -0.192359 -2.223484 0.169 -0.075 -1.013 -0.080
S 1.049283 -0.475259 -3.900584 0.430 -0.650 0.452 -0.192
C 2.110783 -1.735959 -3.325384 -0.217 0.260 0.093 -0.442
C 1.997483 -1.883859 -1.994584 0.553 -0.524 -0.436 -1.249
N 1.124683 -1.028159 -1.368284 -0.120 -0.047 0.496 1.076
H 3.051683 6.626741 -2.837284 0.040 -0.057 -0.145 0.227
H 3.365983 6.144941 -4.415984 0.013 0.018 0.136 0.212
H 1.299583 5.679641 -1.510284 -0.013 0.074 0.114 0.322
H -0.282117 3.789841 -1.257784 -0.058 0.079 0.204 0.416
H 0.550283 2.506841 -5.210384 0.022 -0.028 -0.129 0.533
H 2.119483 4.427441 -5.519484 0.028 -0.001 -0.080 0.268
H 2.710783 -2.294459 -4.014584 0.168 -0.186 -0.015 0.487
H 2.520883 -2.605759 -1.385584 0.026 -0.014 0.050 0.410
O -2.929217 -2.596859 -2.672184 0.374 -0.198 -0.320 -0.611
C -3.965117 -2.006959 -1.920884 -0.269 -0.176 0.402 -0.367
N -3.931117 -0.584759 -1.972284 0.008 0.068 -0.425 0.120
C -4.102717 0.192641 -0.808684 0.081 -0.123 0.021 -0.379
O -5.065017 0.950241 -0.727484 -0.005 0.069 -0.046 -0.773
C -3.085917 0.089341 0.202216 0.337 -0.109 0.089 -0.224
C -3.331217 0.698641 1.477016 0.234 0.052 0.300 -0.408
C -2.300517 0.965241 2.291016 -0.361 -0.154 0.164 -2.152
C -0.920217 0.822541 1.757816 0.487 0.858 -0.025 -0.150
N -0.801717 -0.294459 0.853116 0.658 -0.637 -0.013 1.150
C -1.817317 -0.502159 0.051816 -0.371 -0.164 -0.123 0.675
H -2.205217 -1.954659 -2.696884 -0.106 -0.048 -0.039 0.397
H -3.893917 -2.317259 -0.866784 -0.030 0.150 -0.165 0.126
H -4.905317 -2.412759 -2.332984 0.226 0.055 0.069 0.420
H -4.399917 -0.178459 -2.770184 -0.118 0.019 0.171 0.270
H -4.361717 0.870041 1.756616 -0.056 0.077 0.098 0.428
H -2.428517 1.356241 3.289416 -0.069 0.001 0.135 0.404
H -0.187217 0.707941 2.563716 -0.113 -0.017 -0.095 0.779
H -1.649717 -1.224959 -0.736984 0.041 0.008 -0.064 0.118
```
Forces are in eV/Å.

Computed properties:
- F_max (hartree/bohr) = 0.0415
- orbital gap (alpha / beta) (eV) = 5.85 / 5.69
- spin multiplicity = 6
- E_LUMO (alpha / beta) (hartree) = 0.1393 / 0.1293
- E_tot (Ha) = -6183.877557
- net charge = -2
- ⟨S²⟩ = 8.85



> The highest E_tot belongs to which entry?

C38H40N8O3S2SeTl



> Among the records above, which one has the highest E_tot?

C38H40N8O3S2SeTl



> Which value of F_max does entry 1 give?

0.0316 hartree/bohr